ORCA calculation (ωB97M-V/def2-TZVPD) on an isolated molecule of C15H29N3O3S in a non-equilibrium geometry.

Lowest unoccupied orbital energy, eV: 0.77
HOMO, hartree: -0.3274
Net charge: 0
Energy above the lowest of the compared OMol25 structures with the same formula, charge and spin, kcal/mol: 1.2
E_tot, eV: -37474.1752

Last column: natural (NBO) charge in e.
CARTESIAN COORDINATES (ANGSTROEM)
C1 -5.735 1.050 3.049  -0.611
C2 -5.108 2.333 2.518  -0.416
C3 -3.599 2.212 2.421  -0.632
S1 -3.147 1.028 1.112  2.300
O1 -3.125 -0.302 1.654  -0.958
O2 -3.987 1.265 -0.031  -0.958
N1 -1.561 1.505 0.830  -0.685
C4 -1.400 2.505 -0.206  -0.235
C5 -1.408 1.903 -1.613  -0.419
C6 -0.396 0.760 -1.738  -0.317
C7 1.047 1.263 -1.684  0.689
O3 1.374 2.384 -1.353  -0.644
N2 1.942 0.329 -2.084  -0.617
C8 3.356 0.454 -1.821  -0.235
C9 3.726 -0.381 -0.588  -0.217
N3 3.247 -1.737 -0.744  -0.461
C10 3.142 -2.490 0.494  -0.212
C11 2.915 -3.912 -0.002  -0.404
C12 3.882 -4.005 -1.186  -0.414
C13 4.013 -2.554 -1.680  -0.226
C14 -0.633 -0.258 -0.612  -0.413
C15 -0.586 0.439 0.747  -0.232
H1 -5.398 0.851 4.064  0.200
H2 -6.819 1.130 3.053  0.211
H3 -5.445 0.213 2.421  0.224
H4 -5.493 2.538 1.517  0.226
H5 -5.369 3.174 3.166  0.210
H6 -3.150 1.826 3.331  0.237
H7 -3.128 3.149 2.139  0.236
H8 -2.223 3.214 -0.107  0.210
H9 -0.452 3.020 -0.031  0.235
H10 -2.408 1.520 -1.819  0.232
H11 -1.169 2.687 -2.332  0.224
H12 -0.536 0.265 -2.706  0.226
H13 1.628 -0.623 -2.197  0.402
H14 3.915 0.114 -2.696  0.193
H15 3.567 1.509 -1.642  0.239
H16 4.817 -0.335 -0.423  0.171
H17 3.228 0.049 0.285  0.201
H18 4.066 -2.434 1.095  0.160
H19 2.313 -2.107 1.093  0.202
H20 1.886 -4.018 -0.343  0.205
H21 3.112 -4.660 0.763  0.215
H22 3.512 -4.670 -1.964  0.214
H23 4.850 -4.379 -0.853  0.206
H24 5.070 -2.247 -1.707  0.173
H25 3.602 -2.431 -2.686  0.190
H26 0.110 -1.058 -0.639  0.213
H27 -1.625 -0.700 -0.730  0.222
H28 -0.819 -0.267 1.544  0.238
H29 0.401 0.877 0.922  0.203

---

ORCA calculation (ωB97M-V/def2-TZVPD) on C15H30AuCl3NOSi3 as an isolated structure.

Lowest unoccupied orbital energy, eV: -3.60
HOMO, hartree: -0.4648
Net charge: +1
Energy above the lowest of the compared OMol25 structures with the same formula, charge and spin, kcal/mol: 0.0
E_tot, eV: -84472.9500

Last column: natural (NBO) charge in e.
CARTESIAN COORDINATES (ANGSTROEM)
Au1 1.141 0.106 -0.157  0.867
O1 3.265 -0.416 0.379  -0.773
C1 3.693 -1.001 1.631  -0.065
C2 3.567 0.030 2.733  -0.415
C3 2.169 0.660 2.837  -0.453
C4 1.085 -0.376 2.931  0.249
C5 0.700 -0.888 4.163  -0.240
C6 -0.255 -1.886 4.229  -0.118
C7 -0.813 -2.358 3.050  -0.236
C8 -0.394 -1.802 1.860  0.060
N1 0.533 -0.837 1.795  -0.572
H1 3.796 -0.723 -0.367  0.527
H2 4.727 -1.323 1.520  0.210
H3 3.077 -1.880 1.830  0.183
H4 4.301 0.822 2.585  0.235
H5 3.813 -0.470 3.674  0.229
H6 1.989 1.319 1.983  0.225
H7 2.135 1.295 3.722  0.248
H8 1.152 -0.491 5.062  0.238
H9 -0.563 -2.288 5.185  0.241
H10 -1.562 -3.135 3.046  0.244
H11 -0.809 -2.128 0.917  0.218
C9 -0.716 3.264 -0.085  -1.125
Si1 -1.746 1.930 -0.899  1.687
C10 -3.254 1.626 0.173  -1.123
C11 -2.373 2.436 -2.587  -1.132
C12 -0.817 0.258 -0.821  -1.340
Si2 -1.127 -1.070 -2.151  1.678
C13 -2.977 -1.344 -2.193  -1.125
C14 -0.509 -0.613 -3.849  -1.135
C15 -0.294 -2.698 -1.710  -1.129
H12 -1.263 4.209 -0.064  0.256
H13 0.235 3.453 -0.584  0.237
H14 -0.505 2.984 0.951  0.232
H15 -3.860 2.534 0.226  0.252
H16 -2.979 1.357 1.196  0.231
H17 -3.887 0.833 -0.229  0.242
H18 -2.704 3.477 -2.533  0.255
H19 -3.243 1.837 -2.861  0.243
H20 -1.647 2.368 -3.393  0.243
H21 -1.267 -0.133 0.102  0.232
H22 -3.510 -0.470 -2.570  0.244
H23 -3.382 -1.586 -1.208  0.238
H24 -3.206 -2.180 -2.859  0.254
H25 -0.940 0.315 -4.224  0.248
H26 -0.801 -1.412 -4.537  0.254
H27 0.578 -0.533 -3.904  0.238
H28 -0.738 -3.215 -0.857  0.228
H29 0.780 -2.597 -1.532  0.230
H30 -0.409 -3.367 -2.568  0.258
Cl1 3.343 2.575 -0.934  -0.341
Si3 2.098 1.278 -1.915  1.041
Cl2 3.279 -0.094 -2.892  -0.360
Cl3 1.095 2.349 -3.299  -0.315

---

ORCA calculation (ωB97M-V/def2-TZVPD) on C15H30B3F4N3O3V as an isolated structure in a non-equilibrium geometry.

Lowest unoccupied orbital energy, eV: -6.18
HOMO, hartree: -0.3758
Net charge: +1
E_tot, eV: -65233.5520

Last column: natural (NBO) charge in e.
CARTESIAN COORDINATES (ANGSTROEM)
O1 -10.527 -10.301 -9.024  -0.592
V1 -10.254 -8.928 -8.225  1.286
O2 -8.717 -8.987 -7.782  -0.489
B1 -11.820 -8.557 -6.659  -0.738
H1 -10.725 -8.433 -6.462  0.047
H2 -12.179 -8.165 -7.655  0.026
H3 -11.978 -9.693 -6.721  0.096
H4 -12.387 -8.059 -5.806  0.066
B2 -10.019 -7.434 -10.130  -0.752
H5 -10.003 -7.095 -9.054  0.027
H6 -9.349 -8.338 -10.121  0.015
H7 -11.123 -7.682 -10.340  -0.006
H8 -9.583 -6.658 -10.849  0.017
C1 -6.923 -11.519 -9.368  -0.794
C2 -6.875 -11.839 -10.807  0.745
O3 -7.141 -11.109 -11.703  -0.505
N1 -6.231 -13.191 -11.196  -0.586
H9 -6.409 -13.955 -10.538  0.452
H10 -6.706 -13.484 -12.049  0.432
C3 -4.737 -13.135 -11.295  -0.424
H11 -6.780 -10.441 -9.345  0.302
H12 -6.206 -12.107 -8.790  0.251
H13 -7.838 -11.791 -8.816  0.383
H14 -4.273 -12.990 -10.325  0.258
H15 -4.441 -12.355 -11.994  0.236
H16 -4.418 -14.062 -11.769  0.239
C4 -11.169 -12.118 -11.685  -0.429
N2 -10.421 -11.312 -12.689  -0.231
C5 -9.900 -11.920 -13.762  0.083
C6 -9.178 -11.196 -14.688  -0.206
C7 -9.029 -9.816 -14.546  0.002
C8 -9.617 -9.219 -13.415  -0.171
C9 -10.280 -9.987 -12.491  0.144
C10 -8.370 -8.938 -15.564  0.048
C11 -8.446 -7.542 -15.517  -0.186
C12 -7.859 -6.805 -16.530  0.108
N3 -7.277 -7.426 -17.577  -0.249
C13 -7.116 -8.763 -17.599  0.102
C14 -7.621 -9.526 -16.574  -0.201
C15 -6.727 -6.600 -18.668  -0.423
H17 -10.404 -12.618 -11.091  0.250
H18 -11.918 -12.763 -12.134  0.239
H19 -11.660 -11.441 -10.986  0.293
H20 -9.896 -13.001 -13.787  0.241
H21 -8.777 -11.699 -15.555  0.233
H22 -9.660 -8.150 -13.259  0.270
H23 -10.859 -9.585 -11.680  0.309
H24 -9.058 -6.968 -14.836  0.270
H25 -7.958 -5.730 -16.554  0.255
H26 -6.556 -9.163 -18.432  0.250
H27 -7.467 -10.589 -16.673  0.247
H28 -6.835 -5.553 -18.395  0.241
H29 -7.309 -6.824 -19.560  0.244
H30 -5.665 -6.711 -18.878  0.251
B3 -10.100 -12.779 -6.741  1.346
F1 -10.388 -13.583 -5.666  -0.562
F2 -11.111 -12.988 -7.714  -0.586
F3 -10.103 -11.411 -6.386  -0.571
F4 -8.797 -13.086 -7.192  -0.601

---

ORCA calculation (ωB97M-V/def2-TZVPD) on a 2-piece molecular cluster, C15H30BClNO6 overall in a non-equilibrium geometry.

Lowest unoccupied orbital energy, eV: -6.81
HOMO, hartree: -0.4705
Net charge: +1
E_tot, eV: -43009.1738

Last column: natural (NBO) charge in e.
CARTESIAN COORDINATES (ANGSTROEM)
C1 5.938 4.832 -0.619  -0.642
C2 5.059 3.812 -1.402  -0.064
O1 3.830 3.477 -0.702  -0.713
B1 3.251 2.354 -1.242  1.303
O2 3.396 2.072 -2.609  -0.905
O3 2.449 1.426 -0.479  -0.699
C3 1.131 1.763 -0.655  1.013
O4 0.317 0.905 -0.765  -0.623
O5 0.903 3.096 -0.632  -0.510
C4 -0.459 3.442 -0.863  0.114
Cl1 -1.006 3.047 -2.558  -0.060
C5 -0.532 5.009 -0.744  -0.431
C6 0.402 5.653 -1.838  -0.630
H1 6.369 5.567 -1.337  0.221
H2 6.816 4.352 -0.135  0.215
H3 5.363 5.399 0.143  0.230
H4 5.647 2.879 -1.522  0.170
H5 4.864 4.210 -2.415  0.192
H6 3.657 1.134 -2.643  0.498
H7 -1.162 3.004 -0.129  0.211
H8 -0.160 5.324 0.257  0.225
H9 -1.589 5.312 -0.897  0.230
H10 -0.167 6.186 -2.629  0.224
H11 1.050 4.921 -2.356  0.221
H12 1.076 6.385 -1.341  0.220
C7 -0.783 -1.875 -0.169  -0.665
C8 -1.306 -2.158 1.269  0.083
C9 -0.438 -3.222 1.992  -0.390
C10 -0.739 -4.673 1.628  -0.416
C11 -2.234 -4.962 1.713  -0.402
C12 -3.062 -3.988 0.854  0.096
N1 -2.748 -2.557 1.198  0.333
O6 -3.272 -2.300 2.252  -0.084
C13 -2.780 -4.289 -0.636  -0.640
C14 -4.559 -4.307 1.011  -0.623
C15 -1.075 -0.829 2.010  -0.616
H13 -1.495 -2.136 -0.950  0.221
H14 -0.598 -0.810 -0.324  0.292
H15 0.149 -2.403 -0.377  0.229
H16 -0.583 -3.121 3.074  0.223
H17 0.617 -3.015 1.809  0.259
H18 -0.351 -4.904 0.633  0.218
H19 -0.206 -5.334 2.317  0.252
H20 -2.428 -5.988 1.398  0.258
H21 -2.550 -4.902 2.761  0.226
H22 -3.321 -3.597 -1.285  0.232
H23 -3.112 -5.295 -0.888  0.245
H24 -1.727 -4.245 -0.899  0.227
H25 -4.891 -4.265 2.049  0.235
H26 -4.772 -5.313 0.656  0.248
H27 -5.170 -3.614 0.430  0.235
H28 -1.707 -0.034 1.608  0.237
H29 -0.037 -0.519 1.897  0.255
H30 -1.265 -0.907 3.082  0.225

---

| no. | frontier orbital gap (eV) |
| --- | --- |
| 1 | 9.678 |
| 2 | 9.050 |
| 3 | 4.049 |
| 4 | 5.991 |